Record 1
This record from the Open Molecules 2025 dataset describes C37H37F5P2Pd as an isolated structure in a non-equilibrium geometry. The level of theory is ωB97M-V with the def2-TZVPD basis set.

Output
- Kohn-Sham gap (spin up / spin down): 6.74 / 6.11 eV
- Relative energy (zero: lowest compared OMol25 entry of this formula, charge and spin): 0.0 kcal per mole
- Total charge: +2
- Multiplicity: 5

Each line ends with the Mulliken spin population.
Geometry (Å):
Pd (-0.003, -1.357, 1.265)  0.528
C (0.001, -3.221, 2.234)  0.085
C (1.292, -2.669, 2.122)  0.087
C (2.326, -3.045, 1.104)  0.023
C (1.653, -3.361, -0.250)  0.037
C (0.548, -2.382, -0.539)  -0.189
C (-0.828, -2.570, -0.343)  0.318
C (-1.460, -3.794, 0.224)  -0.014
C (-0.672, -4.294, 1.445)  0.050
C (-0.605, 2.568, -1.755)  -0.026
H (-0.506, -3.001, 3.166)  0.014
H (1.697, -2.131, 2.992)  0.015
H (3.046, -3.836, 1.403)  0.009
H (2.942, -2.139, 0.972)  -0.004
H (2.421, -3.256, -1.043)  0.002
H (1.265, -4.394, -0.277)  -0.004
H (0.788, -1.639, -1.308)  0.001
H (-1.476, -1.950, -0.976)  0.063
H (-1.546, -4.632, -0.489)  0.009
H (-2.476, -3.473, 0.513)  -0.006
H (-1.415, -4.799, 2.076)  0.002
H (0.058, -5.051, 1.166)  0.004
H (-1.012, 2.197, -0.808)  0.086
H (-1.405, 3.010, -2.369)  0.001
H (0.151, 3.330, -1.552)  0.010
P (0.837, 1.058, 0.866)  0.342
P (0.128, 1.217, -2.655)  0.028
C (1.894, 0.753, -0.479)  -0.032
C (1.560, 0.636, -1.803)  0.353
C (2.038, 1.536, 2.153)  0.065
C (3.152, 0.912, 2.778)  0.035
C (4.013, 1.683, 3.579)  0.000
C (3.774, 3.039, 3.814)  0.021
C (2.628, 3.625, 3.283)  0.011
C (1.748, 2.870, 2.531)  0.053
C (-0.519, -0.516, 3.133)  0.435
C (-1.904, -0.576, 3.084)  0.262
C (-2.557, -1.147, 4.204)  -0.010
C (-1.851, -1.319, 5.390)  0.132
C (-0.513, -0.904, 5.471)  0.026
C (0.165, -0.445, 4.324)  0.133
C (0.859, 1.916, -4.123)  0.008
C (1.983, 2.738, -3.914)  0.009
C (2.570, 3.371, -5.007)  0.001
C (2.057, 3.134, -6.288)  0.000
C (0.979, 2.264, -6.492)  0.002
C (0.365, 1.638, -5.402)  -0.005
C (-1.245, 0.075, -3.003)  0.033
C (-2.503, 0.263, -2.369)  0.005
C (-3.588, -0.549, -2.690)  0.000
C (-3.455, -1.567, -3.630)  0.000
C (-2.215, -1.775, -4.247)  0.002
C (-1.126, -0.962, -3.938)  0.001
H (2.899, 0.506, -0.126)  -0.002
H (2.317, 0.244, -2.496)  -0.012
H (3.399, -0.151, 2.684)  0.001
H (4.906, 1.243, 4.024)  0.000
H (4.482, 3.647, 4.382)  0.000
H (2.437, 4.681, 3.424)  0.000
H (0.832, 3.342, 2.182)  -0.007
H (-2.407, -0.281, 2.189)  0.042
H (-3.604, -1.436, 4.083)  0.003
H (-2.370, -1.781, 6.231)  0.003
H (-0.016, -0.991, 6.428)  0.005
H (1.187, -0.062, 4.414)  0.021
H (2.376, 2.872, -2.903)  -0.003
H (3.396, 4.060, -4.828)  0.000
H (2.495, 3.670, -7.132)  0.000
H (0.586, 2.101, -7.497)  0.000
H (-0.485, 0.965, -5.542)  0.000
H (-2.658, 1.052, -1.624)  -0.017
H (-4.563, -0.382, -2.187)  0.000
H (-4.314, -2.213, -3.865)  0.000
H (-2.122, -2.569, -4.985)  0.000
H (-0.173, -1.133, -4.435)  -0.002
F (-1.997, 2.398, 2.827)  0.078
C (-2.301, 2.241, 1.525)  0.741
F (-1.899, 3.376, 0.932)  0.069
C (-3.767, 1.945, 1.267)  0.056
F (-4.137, 0.686, 1.637)  -0.006
F (-4.581, 2.821, 1.923)  0.027
F (-3.975, 2.073, -0.079)  -0.003

=====

Record 2
This record from the Open Molecules 2025 dataset describes C25H22FeN10O as an isolated structure in a non-equilibrium geometry. The level of theory is ωB97M-V with the def2-TZVPD basis set.

Output
- Kohn-Sham gap (spin up / spin down): 7.82 / 7.65 eV
- Total charge: +2
- Multiplicity: 5

Each line ends with the natural charge from an NBO analysis.
Geometry (Å):
Fe (1.960, -0.656, -0.719)  1.571
C (3.919, 2.367, 1.911)  0.022
C (3.751, 1.156, 1.253)  0.028
N (2.546, 0.610, 1.116)  -0.474
C (1.506, 1.257, 1.643)  0.127
C (1.688, 2.456, 2.314)  0.029
N (2.888, 3.016, 2.439)  -0.320
C (0.179, 0.628, 1.419)  0.198
C (-0.949, 0.926, 2.165)  -0.237
C (-2.137, 0.245, 1.909)  0.157
C (-2.125, -0.740, 0.922)  -0.182
C (-0.962, -0.968, 0.210)  0.162
N (0.156, -0.284, 0.447)  -0.541
C (-0.826, -2.033, -0.815)  0.137
C (-1.889, -2.787, -1.308)  0.036
N (-1.692, -3.877, -2.040)  -0.318
C (-0.437, -4.200, -2.340)  0.011
C (0.616, -3.369, -1.988)  -0.016
N (0.414, -2.298, -1.221)  -0.480
C (-3.380, 0.557, 2.657)  -0.089
C (-3.743, 1.875, 2.901)  -0.245
C (-4.933, 2.122, 3.572)  0.058
N (-5.743, 1.157, 4.006)  -0.368
C (-5.378, -0.104, 3.781)  0.058
C (-4.215, -0.455, 3.109)  -0.247
H (4.896, 2.824, 2.003)  0.230
H (4.595, 0.618, 0.839)  0.217
H (0.856, 2.997, 2.747)  0.216
H (-0.909, 1.655, 2.963)  0.246
H (-3.020, -1.316, 0.729)  0.235
H (-2.920, -2.508, -1.124)  0.222
H (-0.271, -5.130, -2.871)  0.234
H (1.629, -3.563, -2.322)  0.221
H (-3.129, 2.697, 2.554)  0.220
H (-5.251, 3.139, 3.766)  0.214
H (-6.048, -0.869, 4.155)  0.214
H (-3.959, -1.499, 2.972)  0.221
C (3.170, -3.911, 2.433)  -0.738
C (2.951, -2.998, 1.313)  0.493
N (2.791, -2.300, 0.420)  -0.533
H (3.007, -3.383, 3.371)  0.283
H (4.192, -4.284, 2.407)  0.290
H (2.481, -4.750, 2.366)  0.283
C (1.554, 3.797, -2.382)  -0.402
N (1.155, 2.520, -3.001)  -0.376
C (0.453, 2.472, -4.166)  0.132
C (0.099, 1.300, -4.723)  -0.354
C (0.490, 0.108, -4.049)  0.484
N (1.163, 0.152, -2.892)  -0.653
C (1.494, 1.354, -2.375)  0.763
O (2.143, 1.392, -1.303)  -0.745
N (0.171, -1.078, -4.569)  -0.731
H (1.384, 4.596, -3.097)  0.231
H (2.604, 3.758, -2.115)  0.241
H (0.969, 3.976, -1.483)  0.224
H (0.207, 3.425, -4.614)  0.246
H (-0.445, 1.267, -5.655)  0.258
H (-0.248, -1.137, -5.481)  0.424
H (0.529, -1.921, -4.155)  0.411

=====

Record 3
This record from the Open Molecules 2025 dataset describes C28H37Br6FO15 as an isolated structure in a non-equilibrium geometry. The level of theory is ωB97M-V with the def2-TZVPD basis set.

Output
- Kohn-Sham gap: 8.95 eV
- Relative energy (zero: lowest compared OMol25 entry of this formula, charge and spin): 11.8 kcal per mole
- Total charge: 0
- Multiplicity: 1

Each line ends with the Löwdin charge.
Geometry (Å):
C (4.841, 2.118, -3.193)  -0.014
C (3.669, 2.744, -2.484)  -0.300
C (2.590, 3.344, -3.423)  -0.072
O (1.383, 2.811, -2.898)  0.048
C (1.628, 1.917, -1.919)  -0.572
O (0.756, 1.383, -1.306)  0.113
O (2.949, 1.758, -1.725)  0.062
H (4.481, 1.298, -3.809)  0.074
H (5.498, 1.678, -2.439)  0.057
H (5.471, 2.816, -3.743)  0.096
H (3.987, 3.506, -1.768)  0.153
H (2.817, 2.954, -4.410)  0.115
H (2.608, 4.425, -3.317)  0.136
C (-2.555, 4.306, 2.330)  -0.026
C (-3.307, 3.489, 1.282)  -0.299
C (-2.908, 2.015, 1.286)  -0.126
O (-4.139, 1.272, 1.431)  0.023
C (-5.111, 2.108, 1.773)  -0.570
O (-6.237, 1.819, 2.011)  0.163
O (-4.648, 3.396, 1.771)  0.067
H (-2.586, 3.793, 3.291)  0.087
H (-3.053, 5.254, 2.542)  0.084
H (-1.554, 4.577, 1.992)  0.085
H (-3.299, 3.927, 0.283)  0.133
H (-2.294, 1.806, 2.162)  0.122
H (-2.410, 1.662, 0.389)  0.087
C (-2.195, 3.935, -5.693)  -0.020
C (-2.930, 3.082, -4.674)  -0.316
C (-2.086, 2.351, -3.605)  -0.065
O (-2.927, 2.515, -2.440)  0.070
C (-3.838, 3.458, -2.655)  -0.582
O (-4.581, 3.881, -1.818)  0.160
O (-3.757, 3.930, -3.903)  0.092
H (-1.666, 4.752, -5.211)  0.091
H (-2.885, 4.275, -6.471)  0.086
H (-1.591, 3.360, -6.403)  0.086
H (-3.620, 2.385, -5.162)  0.158
H (-1.119, 2.833, -3.448)  0.118
H (-1.806, 1.324, -3.832)  0.082
C (-0.127, -3.221, 6.297)  -0.021
C (0.051, -1.893, 5.601)  -0.308
C (1.503, -1.373, 5.632)  -0.085
O (1.818, -1.089, 4.276)  0.076
C (0.829, -1.539, 3.471)  -0.543
O (0.836, -1.447, 2.289)  0.135
O (-0.162, -2.074, 4.207)  0.063
H (-1.123, -3.631, 6.135)  0.084
H (-0.039, -3.168, 7.385)  0.093
H (0.687, -3.883, 6.002)  0.095
H (-0.597, -1.092, 5.966)  0.156
H (2.148, -2.209, 5.921)  0.129
H (1.718, -0.548, 6.306)  0.135
C (-3.642, -3.700, 3.449)  -0.005
C (-2.829, -4.381, 2.361)  -0.345
C (-1.358, -4.551, 2.573)  -0.151
O (-1.060, -5.865, 2.103)  0.062
C (-2.232, -6.517, 1.873)  -0.562
O (-2.320, -7.668, 1.590)  0.160
O (-3.280, -5.710, 2.102)  0.097
H (-4.549, -3.332, 2.969)  0.087
H (-3.174, -2.781, 3.809)  0.078
H (-3.821, -4.358, 4.297)  0.091
H (-2.920, -3.840, 1.416)  0.097
H (-1.029, -4.420, 3.607)  0.117
H (-0.774, -3.832, 1.989)  0.033
F (3.178, -3.058, -0.174)  0.031
C (4.069, -2.055, -0.210)  -0.289
C (5.178, -2.191, -1.032)  -0.029
C (6.009, -1.092, -1.203)  -0.091
C (5.789, 0.087, -0.508)  -0.120
C (4.643, 0.224, 0.283)  -0.078
C (3.745, -0.838, 0.366)  -0.002
H (5.285, -3.077, -1.642)  0.119
H (6.846, -1.210, -1.879)  0.107
H (6.513, 0.888, -0.584)  0.099
H (4.444, 1.185, 0.734)  0.108
H (2.847, -0.583, 0.915)  0.106
C (1.310, -1.290, -5.235)  -1.550
Br (2.033, 0.176, -6.370)  0.501
Br (2.518, -1.414, -3.680)  0.575
Br (1.111, -2.868, -6.317)  0.599
H (0.330, -0.998, -4.886)  -0.088
C (-0.695, -1.509, -0.514)  -1.463
Br (-0.157, -3.397, -0.448)  0.682
Br (-2.253, -1.161, 0.585)  0.751
Br (-1.023, -1.059, -2.400)  0.622
H (0.149, -0.896, -0.222)  -0.042

=====

We obtain total energy values of -2741.2402; -2852.0070; -17761.7306 hartree for the records listed above, in that order.